Below is a molecular structure, C2H4INO, with properties calculated with wB97M-V/def2-TZVPD.

```
9
Properties=species:S:1:pos:R:3:forces:R:3
I -3.5303 0.1803 0.0175 -0.1 -0.3 0.0
O 0.5633 -0.4127 0.1128 -1.0 -1.9 -0.5
N -0.7138 0.1174 0.1368 -1.5 -2.4 -0.5
C 1.5870 0.5384 0.0037 -3.6 0.4 0.8
C -1.6769 -0.7851 0.0089 1.8 1.7 0.0
H 1.5750 1.0768 -0.8619 -0.8 1.7 -2.6
H 1.4690 1.1571 0.8197 0.5 1.6 1.8
H 2.4357 0.0416 -0.0718 3.9 -2.5 0.5
H -1.7089 -1.9139 -0.1657 0.7 1.8 0.4
```
Forces are in eV/Å.

Output
ΔE to the lowest compared entry with this formula, charge and spin   60.0 kcal/mol
HOMO   -9.04 eV

Calculated atomic charges, method natural (NBO), unit e: 0.15, -0.39, -0.15, -0.23, -0.15, 0.17, 0.18, 0.19, 0.23